Formula: C18H31F12N2O16PS6Zn
Source: OMol25
Level of theory: ωB97M-V/def2-TZVPD

Output
Kohn-Sham gap = 10.77 eV
max |F| = 3.538 eV/Å
charge = 0
HOMO energy = -10.6 eV

Last column: Mulliken charge in e.
Positions of all 87 atoms, in Å:
F: 2.896 0.282 2.034  -0.1803
O: 0.174 -0.119 -0.583  2.0257
C: 1.619 -4.232 1.383  0.3526
H: 4.938 -1.691 0.330  0.3415
O: -1.680 2.121 -2.469  -0.8966
F: -0.839 4.153 4.508  -0.2412
H: 2.821 -3.539 3.084  0.5097
H: 0.747 -5.457 2.949  0.3362
O: -3.907 -2.879 0.317  -0.6026
O: 1.496 2.727 0.193  -0.4048
H: 1.039 2.633 -3.322  0.0810
C: 4.681 -1.254 -0.632  -1.2932
H: 3.358 0.675 -3.601  0.2613
O: -4.975 -0.195 0.737  -0.5983
H: -1.335 6.169 -1.954  0.4511
C: 2.176 -3.122 2.315  -0.3851
H: 3.562 -1.672 -2.420  0.2865
F: -1.268 3.848 2.420  -0.1451
O: 0.228 -1.312 2.095  0.0543
H: 2.417 -4.970 1.303  0.5507
P: 1.251 -0.567 -1.475  -1.5147
N: 0.336 1.529 2.035  -0.1124
H: -3.812 5.160 -2.629  0.3069
Zn: -0.761 0.197 1.160  1.2516
C: 3.133 1.592 2.074  0.4737
H: 3.592 -2.979 -1.218  0.4032
H: -1.240 4.852 -3.088  0.2614
S: -0.100 1.770 3.674  0.8145
H: -0.438 -2.955 -3.088  0.2537
N: -2.429 -0.844 0.921  -0.2602
O: 0.834 -1.347 -2.798  -0.2233
F: -3.140 -1.955 3.432  -0.1587
F: 3.539 1.898 3.294  -0.2415
F: -4.688 -0.498 4.020  -0.2116
H: 0.864 -3.342 -1.973  -0.0937
C: 3.514 -1.897 -1.354  -0.4225
H: -1.195 -3.451 1.931  -0.4916
O: -1.574 1.879 0.028  -0.2974
H: -3.633 3.835 -0.052  0.3363
H: 1.387 -3.802 0.411  -0.6515
H: 4.651 -0.171 -0.516  0.1968
O: 1.553 3.765 2.399  -0.6218
O: -3.413 1.063 2.124  -0.5228
C: 0.406 -4.889 2.079  -0.9344
H: -0.702 4.567 -0.157  0.2987
H: -0.912 -3.949 3.632  0.6399
O: 1.007 1.995 4.554  -0.5855
C: 1.356 -3.248 -4.092  -1.4986
H: -3.365 5.658 -1.068  0.2695
C: -0.454 -3.737 2.670  -0.0999
C: -1.238 3.283 3.610  0.7150
H: 1.612 0.444 -4.024  0.3116
O: 0.829 -2.087 4.383  -0.8711
H: 2.434 -3.175 -3.919  0.3027
F: -1.933 -1.092 -2.349  -0.1125
F: 4.098 1.996 1.243  -0.2384
S: 1.504 2.548 1.625  0.5948
H: 2.734 3.034 -2.901  0.2817
C: -0.825 4.226 -1.187  -0.5778
O: 2.253 -1.578 -0.749  0.5813
C: -3.358 3.583 -1.074  -0.8439
H: 1.048 -2.699 -4.978  0.3402
C: 2.090 2.453 -3.562  -1.0590
S: -1.778 2.718 -1.149  0.9817
O: -0.970 0.639 3.950  -0.4897
S: 0.693 -2.370 2.982  1.0092
H: -0.187 -5.605 1.516  0.4167
F: -3.873 -2.096 -2.577  -0.2508
C: 0.607 -2.745 -2.846  0.3835
C: -3.140 -1.290 -1.815  0.7001
S: -3.788 -0.206 1.551  0.8324
F: -2.451 2.866 3.886  -0.2065
O: -1.532 -2.860 -0.452  -0.4463
H: 1.244 -4.313 -4.310  0.4176
C: -4.235 -1.279 3.057  0.5120
C: -1.653 5.141 -2.119  -0.9049
F: -5.202 -2.135 2.757  -0.2200
H: 0.169 3.985 -1.557  0.3413
O: 2.116 0.616 -2.014  -0.0880
C: -3.125 4.906 -1.825  -0.5322
H: 2.712 -2.338 1.783  -0.1871
C: 2.328 0.974 -3.402  -0.2175
F: -3.764 -0.131 -1.709  -0.2166
S: -2.757 -2.129 -0.114  0.2815
H: 2.211 2.852 -4.569  0.4533
H: -4.126 2.907 -1.447  0.4961
H: 5.537 -1.336 -1.313  0.4423

Forces on the atoms, in the same order (eV/Å):
0.467 -0.020 -0.576
0.368 -0.559 -0.260
0.437 -0.202 0.471
-0.165 -0.141 -0.028
0.110 0.076 0.574
0.164 0.377 0.355
-0.320 0.131 0.363
0.359 -0.075 -0.136
0.673 0.613 -0.156
0.220 -0.752 0.425
0.080 0.132 0.227
0.763 0.536 -0.668
-0.093 0.022 -0.332
0.897 -0.626 0.033
-0.237 0.057 0.012
-0.517 -0.155 -0.813
-0.359 0.118 0.021
0.171 0.245 -0.537
0.997 -0.486 0.136
-0.055 -0.045 -0.459
0.502 -0.550 -0.398
0.523 1.849 2.971
0.183 -0.571 -0.301
-0.068 -0.038 -0.682
-0.981 1.286 0.338
0.058 0.000 -0.317
-0.890 0.142 -0.401
-0.301 -2.505 -0.349
-0.133 0.474 0.611
-1.525 -1.754 -1.258
0.017 0.694 1.061
-0.342 0.188 0.334
-0.136 -0.028 0.135
0.429 0.079 0.180
0.185 0.594 0.326
0.514 -0.387 0.737
0.005 0.466 0.149
-0.344 0.977 -0.888
0.329 -0.456 0.202
-0.157 -0.107 -0.035
-0.731 0.065 0.119
-0.123 -0.932 0.044
0.457 -0.731 -0.172
0.061 0.702 1.419
-0.204 0.067 -0.001
-0.079 -0.150 -0.067
-0.534 0.398 -0.552
0.785 -0.339 0.548
-0.067 0.105 -0.116
0.433 -0.574 -0.296
0.127 -0.492 0.060
0.244 -0.281 -0.040
0.105 -0.079 -0.326
0.026 0.436 -0.277
-0.570 0.018 -0.357
-0.248 -0.727 -0.311
0.983 0.972 -1.140
-0.113 -0.022 0.092
0.167 -0.049 0.590
-0.669 0.870 0.055
-0.113 -0.179 -0.098
0.128 0.153 0.042
-0.342 0.436 0.367
-0.482 -0.124 -0.220
0.441 1.203 -0.453
-1.010 -0.312 0.337
0.043 0.325 -0.481
0.380 -0.049 0.192
-0.555 -1.694 -2.191
0.355 -0.056 0.846
-1.506 1.757 1.103
-0.366 -0.009 0.399
-1.267 1.138 0.972
-0.568 0.033 0.282
0.142 -0.110 -0.954
1.829 -0.788 0.051
0.167 -0.133 -0.052
-0.027 -0.020 -0.049
-0.237 -0.054 -0.002
-0.569 0.915 0.805
-0.029 -0.003 -0.082
0.112 0.149 -0.198
0.085 -0.030 0.064
0.985 -0.479 -0.823
0.276 -0.473 -0.167
0.119 0.028 -0.281
0.132 -0.483 0.252

Formula: C18H31HgN3O4STa
Source: OMol25
Level of theory: ωB97M-V/def2-TZVPD

Output
<S²> = 0.77
Kohn-Sham gap (alpha / beta) = 3.64 / 2.23 eV
max |F| = 4.528 eV/Å
energy relative to the best compared isomer or geometry (same formula, charge and spin) = 113.5 kcal/mol
charge = +2
spin multiplicity = 2
HOMO energy (alpha / beta) = -13.1 / -13.1 eV

Last column: Löwdin spin population.
Positions of all 59 atoms, in Å:
O: -0.139 3.773 -3.588  -0.0001
C: 2.995 -3.914 -0.845  0.0000
H: 1.208 -1.712 1.819  0.0000
C: -2.894 0.502 -2.060  0.0003
H: 3.799 -3.192 -0.676  0.0000
H: -3.428 0.727 -1.128  0.0000
O: 0.226 0.929 0.989  0.0069
N: 1.320 -2.189 -0.237  0.0000
H: 0.771 -4.880 -2.207  0.0000
H: -0.388 -3.678 -1.584  0.0000
H: -2.026 1.174 -2.130  0.0000
H: -2.478 -2.685 0.317  0.0001
C: -0.494 4.272 2.738  0.0302
C: -0.004 4.998 3.820  0.1089
C: 1.708 -3.190 -1.236  0.0000
C: 1.953 -2.510 -2.582  0.0000
C: -2.277 -1.602 0.320  0.0002
H: -4.372 -1.639 -1.256  0.0000
Ta: 0.233 -0.512 -0.425  -0.0010
H: 1.995 6.482 5.175  0.0220
H: -1.661 -1.399 1.213  0.0000
H: -1.293 -2.276 -3.338  0.0000
C: 0.563 -4.194 -1.376  0.0000
C: 1.502 -2.551 1.166  0.0000
N: 0.789 0.324 -1.923  0.0018
H: -1.411 4.567 2.231  -0.0018
H: -0.797 -0.557 -3.425  0.0000
H: 2.707 -1.718 -2.489  0.0000
C: -2.452 -0.963 -2.076  0.0002
H: 0.897 -3.426 1.456  0.0000
H: -3.233 -1.073 0.465  0.0001
H: -4.225 -1.752 -3.013  0.0000
H: 1.048 -2.049 -2.994  0.0000
H: -3.380 -2.932 -1.996  0.0000
O: 0.545 3.035 -0.277  0.0457
C: 1.355 2.712 2.958  0.0401
H: -3.557 0.684 -2.917  0.0001
H: 2.867 -4.521 0.054  0.0000
H: 3.304 -4.578 -1.662  0.0000
H: 0.442 -4.773 -0.452  0.0000
C: 1.742 5.482 5.553  0.0591
H: 2.651 5.029 5.957  -0.0005
H: 2.717 3.118 4.589  0.0017
H: 2.305 -3.256 -3.310  0.0000
Hg: 2.131 2.019 -2.692  -0.0010
H: 2.557 -2.775 1.382  0.0000
H: -2.313 -1.097 -4.210  0.0000
H: 1.877 1.811 2.633  -0.0016
O: -1.706 2.412 0.613  0.0205
C: -3.680 -1.880 -2.070  0.0000
C: 0.213 3.149 2.291  0.2706
H: -0.545 5.879 4.169  0.0012
C: -0.183 2.725 -3.101  -0.0001
S: -0.267 2.413 0.744  -0.0014
C: 1.827 3.443 4.047  0.1104
C: -1.653 -1.238 -3.342  0.0001
H: 1.022 5.615 6.370  0.0210
N: -1.597 -1.182 -0.909  0.0023
C: 1.182 4.619 4.458  0.2638

Forces on the atoms, in the same order (eV/Å):
-0.314 -3.084 1.466
0.100 -0.026 0.041
-0.051 0.010 0.083
-0.310 0.044 -0.132
0.013 -0.077 0.006
0.021 0.040 -0.240
-0.325 1.802 0.248
-0.240 1.325 0.267
-0.085 0.041 0.281
0.287 -0.100 0.023
-0.194 -0.214 -0.003
0.015 0.308 0.028
-0.299 1.311 1.001
-2.011 0.002 -1.635
0.021 -0.309 -0.531
-0.035 0.088 -0.344
-0.221 -0.423 0.001
0.089 -0.114 -0.161
-0.904 -2.364 -1.229
-0.200 -0.057 -0.046
-0.003 0.015 -0.002
-0.079 0.257 -0.107
-0.209 -0.182 -0.080
0.083 -0.317 -0.055
1.952 1.707 -0.393
0.182 -0.017 0.111
-0.237 -0.205 -0.071
-0.047 -0.217 -0.003
-0.200 0.278 -0.544
0.114 0.251 -0.027
0.441 -0.054 0.056
0.125 -0.028 0.227
0.142 -0.173 0.120
-0.098 0.145 0.002
-0.233 0.031 0.816
1.531 0.038 1.549
0.083 0.130 0.272
0.066 -0.013 -0.089
-0.104 0.128 0.235
-0.002 -0.003 -0.223
0.296 -0.894 -0.379
-0.135 0.156 0.011
-0.246 0.051 -0.252
-0.091 0.239 0.249
-1.067 -2.387 1.093
-0.317 0.203 0.078
0.300 -0.047 0.166
-0.159 0.291 0.082
1.674 0.403 0.371
-0.030 -0.071 -0.023
-0.130 0.245 -0.492
0.168 -0.248 -0.135
-0.575 4.018 -2.007
-0.945 -1.964 -0.649
0.482 -1.885 -1.207
-0.016 -0.153 -0.278
-0.095 0.042 -0.195
1.403 0.827 1.191
0.619 1.195 1.456

Formula: C18H31N2O2S3
Source: OMol25
Level of theory: ωB97M-V/def2-TZVPD

Output
Kohn-Sham gap = 6.80 eV
max |F| = 0.735 eV/Å
charge = +1
HOMO energy = -10.5 eV

Last column: Mulliken charge in e.
Positions of all 56 atoms, in Å:
N: 1.858 1.374 -0.160  0.0523
H: 3.709 2.961 -0.996  0.2960
H: 0.494 -2.135 0.888  0.6227
H: 2.447 1.626 -2.131  0.3841
C: -3.446 1.086 -0.461  0.3265
C: 0.294 1.456 -2.106  -0.8656
H: 4.845 2.320 1.108  0.3528
O: -5.420 -1.157 -0.816  -0.4066
H: 0.316 -0.976 -0.402  -1.1290
H: 1.906 0.013 -1.737  0.2651
C: 1.018 -1.687 0.037  0.7449
H: 2.936 -2.693 1.684  0.3437
H: -4.514 0.477 1.935  0.4095
H: 1.987 -1.587 2.673  0.5295
H: -0.881 2.269 -0.470  0.3491
H: -0.715 0.516 -0.391  0.1706
H: -6.330 -1.321 1.054  0.3325
H: 0.332 2.480 -2.485  0.4539
H: 1.752 -4.877 -1.216  0.4048
C: -5.705 -0.631 0.474  -0.4235
N: -3.345 -0.076 0.239  0.1481
S: -4.265 2.409 0.031  -0.2288
C: 3.299 3.427 -0.094  -0.5214
C: 2.266 -0.962 0.605  0.8424
H: 2.041 3.611 2.273  0.5128
C: 1.570 2.800 1.721  -0.8834
C: 4.320 3.291 1.021  -0.1597
H: 0.493 2.817 1.883  0.4774
C: -3.029 -1.356 -0.405  -0.7719
C: 2.747 -1.642 1.890  -2.1408
H: 1.161 3.349 -0.316  0.6857
H: 2.781 -4.089 -0.035  0.2912
H: -2.484 -1.968 0.320  0.3080
H: -4.278 -2.475 -1.810  0.3522
H: 0.077 0.819 -2.967  0.5312
C: 1.331 -2.766 -1.008  -0.7043
S: -2.422 1.215 -1.942  -0.2052
O: 4.544 4.180 1.784  -0.4262
C: -0.834 1.360 -1.076  -0.3233
H: -4.068 -1.223 1.794  0.3823
H: 1.095 -4.438 0.360  0.3288
H: 3.155 4.489 -0.295  0.4040
H: -2.386 -1.190 -1.264  0.4328
S: 2.183 1.215 2.355  -0.0047
H: -4.559 -2.903 -0.118  0.3050
H: 3.079 -1.032 -0.132  0.2169
C: -4.352 -2.070 -0.802  -0.4858
H: 0.437 -2.906 -1.620  0.4957
C: 1.685 1.064 -1.586  -0.7764
C: 2.068 0.516 0.801  0.3922
H: -6.266 0.283 0.300  0.3585
C: 1.767 -4.114 -0.438  -1.3382
C: 1.923 2.803 0.237  -0.5822
H: 3.677 -1.210 2.267  0.5376
C: -4.399 -0.348 1.234  -0.9115
H: 2.106 -2.395 -1.690  0.2478

Forces on the atoms, in the same order (eV/Å):
0.135 0.119 -0.022
-0.087 0.072 -0.001
-0.045 0.026 -0.082
-0.016 -0.061 0.011
0.442 0.148 0.289
-0.045 0.095 -0.005
0.029 0.031 -0.047
-0.006 0.086 0.006
0.176 -0.078 0.030
-0.106 -0.072 0.053
-0.128 0.085 0.059
-0.026 0.008 0.034
0.016 0.042 -0.138
0.024 -0.012 -0.031
0.007 -0.051 0.035
-0.066 0.104 -0.158
0.070 -0.029 -0.060
-0.059 -0.050 -0.040
0.019 0.012 0.019
0.026 -0.098 0.066
-0.650 -0.275 -0.205
-0.113 0.042 -0.030
0.035 -0.151 -0.110
0.241 -0.149 -0.010
-0.034 0.017 -0.063
-0.078 0.148 0.053
-0.107 -0.395 -0.343
0.021 0.057 -0.014
0.157 -0.067 0.033
0.107 0.052 -0.008
-0.026 -0.102 -0.064
-0.044 0.020 -0.007
0.015 0.039 -0.004
0.011 -0.001 0.027
0.023 0.010 0.042
0.073 0.026 -0.019
0.031 -0.021 -0.090
0.073 0.346 0.394
0.007 0.006 0.059
-0.022 -0.003 0.008
0.008 0.000 -0.044
0.025 -0.016 0.083
-0.106 0.022 -0.020
-0.070 -0.019 0.129
0.001 0.040 0.013
-0.107 -0.017 -0.026
0.034 -0.046 -0.008
-0.006 -0.043 0.059
0.124 0.028 0.052
-0.064 -0.089 -0.177
0.007 0.034 0.022
0.046 0.011 0.025
0.033 0.039 0.167
-0.044 -0.003 -0.014
0.124 0.089 0.095
-0.087 -0.004 -0.021

| no. | energy (eV) |
| --- | --- |
| 1 | -210238.86678 |
| 2 | -48371.46518 |
| 3 | -58742.73525 |